[1]
{
  "formula": "C3H4N2O",
  "method": "ωB97M-V/def2-TZVPD",
  "species": ["O", "C", "N", "N", "C", "C", "H", "H", "H", "H"],
  "positions_angstrom": [[-0.583, -2.005, -0.935], [-0.264, -0.773, -0.481], [-1.197, -0.173, 0.228], [-0.715, 1.055, 0.464], [0.520, 1.229, -0.049], [0.881, 0.050, -0.669], [-1.500, -2.079, -0.608], [-1.208, 1.616, 1.135], [1.007, 2.193, -0.004], [1.847, -0.142, -1.120]],
  "nbo_charge": [-0.658, 0.427, -0.361, -0.338, -0.029, -0.397, 0.491, 0.408, 0.219, 0.240],
  "de_lowest_ev": 1.0681,
  "total_energy_ha": -301.44798,
  "smiles": "Oc1cc[nH]n1",
  "e_homo_ev": -8.90
}

---

[2]
{
  "formula": "C30H57ClN4O7",
  "method": "ωB97M-V/def2-TZVPD",
  "species": ["C", "C", "O", "C", "C", "N", "C", "O", "C", "C", "C", "C", "C", "O", "C", "C", "C", "C", "C", "C", "Cl", "C", "C", "O", "H", "H", "H", "H", "H", "H", "H", "H", "H", "H", "H", "H", "H", "H", "H", "H", "H", "H", "H", "H", "H", "H", "H", "H", "C", "C", "C", "O", "C", "N", "H", "H", "H", "H", "H", "H", "H", "H", "H", "H", "H", "C", "C", "C", "O", "C", "N", "H", "H", "H", "H", "H", "H", "H", "H", "H", "H", "H", "C", "C", "C", "O", "C", "N", "H", "H", "H", "H", "H", "H", "H", "H", "H", "H", "H"],
  "positions_angstrom": [[-8.004, 1.123, -2.009], [-6.570, 1.608, -2.125], [-6.070, 1.412, -3.437], [-5.498, 2.523, -4.089], [-4.287, 2.079, -4.857], [-3.220, 1.585, -3.987], [-2.460, 2.492, -3.232], [-2.842, 3.590, -2.953], [-1.168, 1.830, -2.963], [-0.107, 2.204, -2.116], [1.006, 1.342, -2.081], [1.091, 0.163, -2.878], [2.353, -0.673, -2.773], [2.899, -0.780, -1.478], [2.160, -1.652, -0.636], [2.006, -1.086, 0.748], [0.018, -0.185, -3.744], [0.010, -1.377, -4.652], [0.352, -1.050, -6.104], [1.818, -0.892, -6.419], [2.432, 0.741, -6.047], [-1.096, 0.673, -3.729], [-2.366, 0.566, -4.455], [-2.681, -0.205, -5.294], [-8.167, 0.627, -1.059], [-8.710, 1.942, -2.074], [-8.204, 0.416, -2.804], [-6.505, 2.661, -1.864], [-5.934, 1.054, -1.437], [-6.203, 2.939, -4.812], [-5.236, 3.309, -3.390], [-4.563, 1.273, -5.523], [-3.918, 2.916, -5.445], [-0.159, 3.104, -1.528], [1.834, 1.584, -1.436], [2.186, -1.677, -3.151], [3.116, -0.201, -3.382], [2.682, -2.604, -0.571], [1.180, -1.863, -1.063], [2.880, -1.293, 1.355], [1.884, -0.006, 0.726], [1.132, -1.501, 1.233], [0.691, -2.141, -4.295], [-0.979, -1.815, -4.649], [-0.026, -1.855, -6.728], [-0.172, -0.155, -6.420], [2.001, -1.028, -7.475], [2.430, -1.603, -5.877], [1.516, -6.620, 3.583], [2.308, -5.317, 3.620], [2.002, -4.367, 2.457], [2.582, -4.726, 1.217], [1.874, -5.693, 0.465], [3.735, -5.631, 3.736], [1.925, -7.315, 2.849], [1.563, -7.111, 4.553], [0.467, -6.441, 3.341], [2.019, -4.781, 4.529], [2.427, -3.389, 2.695], [0.919, -4.230, 2.339], [0.793, -5.578, 0.593], [2.157, -6.714, 0.733], [2.123, -5.533, -0.584], [4.262, -4.777, 3.891], [4.057, -5.975, 2.835], [5.434, 2.897, 4.632], [5.478, 1.682, 3.712], [4.105, 1.250, 3.183], [3.293, 0.562, 4.116], [2.581, 1.375, 5.027], [6.191, 0.597, 4.391], [5.084, 2.631, 5.629], [6.433, 3.316, 4.743], [4.780, 3.675, 4.234], [6.066, 1.956, 2.832], [4.263, 0.541, 2.366], [3.559, 2.108, 2.767], [2.270, 2.314, 4.559], [3.165, 1.604, 5.921], [1.693, 0.822, 5.332], [6.342, -0.172, 3.745], [5.580, 0.218, 5.109], [-3.976, 1.972, 2.935], [-2.550, 2.383, 3.287], [-2.081, 3.669, 2.597], [-1.761, 3.531, 1.229], [-2.861, 3.624, 0.341], [-1.647, 1.260, 3.035], [-4.026, 1.519, 1.944], [-4.337, 1.232, 3.648], [-4.654, 2.828, 2.956], [-2.520, 2.585, 4.362], [-1.155, 3.989, 3.080], [-2.817, 4.474, 2.729], [-3.595, 4.348, 0.708], [-3.355, 2.660, 0.186], [-2.481, 3.967, -0.616], [-0.721, 1.489, 3.386], [-1.530, 1.177, 2.029]],
  "lowdin_charge": [-0.067, -0.264, -0.135, -0.206, -0.093, 0.069, -0.360, 0.124, -0.059, 0.042, 0.023, -0.117, -0.187, -0.135, -0.260, -0.060, -0.091, -0.139, -0.250, -0.564, 0.587, -0.026, -0.363, 0.152, 0.068, 0.068, 0.075, 0.111, 0.111, 0.127, 0.108, 0.127, 0.138, 0.113, 0.115, 0.109, 0.112, 0.112, 0.120, 0.064, 0.072, 0.075, 0.104, 0.113, 0.119, 0.104, 0.065, 0.070, -0.069, -0.433, -0.214, -0.200, -0.105, 0.040, 0.065, 0.075, 0.078, 0.136, 0.112, 0.122, 0.091, 0.076, 0.085, 0.071, 0.069, -0.070, -0.435, -0.213, -0.193, -0.109, 0.040, 0.064, 0.075, 0.078, 0.135, 0.111, 0.121, 0.087, 0.076, 0.086, 0.071, 0.069, -0.069, -0.437, -0.214, -0.191, -0.098, 0.042, 0.063, 0.075, 0.078, 0.134, 0.119, 0.120, 0.093, 0.079, 0.062, 0.063, 0.068],
  "total_energy_ha": -2383.14449,
  "smiles": "CCOCCN1C(=O)c2ccc(COCC)c(CCCCl)c2C1=O.COC[C@@H](C)N.COC[C@@H](C)N.COC[C@@H](C)N",
  "e_homo_ev": -9.26
}

---

[3]
{
  "formula": "C44H38Cl3N7O4PS2Y",
  "method": "ωB97M-V/def2-TZVPD",
  "species": ["Y", "N", "C", "S", "N", "N", "C", "C", "C", "C", "C", "C", "C", "O", "H", "H", "H", "H", "H", "H", "H", "O", "C", "C", "C", "C", "C", "C", "C", "N", "N", "C", "O", "C", "C", "C", "C", "C", "C", "H", "H", "H", "H", "H", "H", "H", "H", "H", "H", "Cl", "C", "Cl", "Cl", "C", "N", "N", "P", "C", "C", "C", "C", "C", "C", "C", "C", "C", "C", "C", "C", "C", "C", "C", "C", "C", "C", "H", "H", "H", "H", "H", "H", "H", "H", "H", "H", "H", "H", "H", "H", "H", "C", "S", "C", "O", "H", "H", "H", "H", "H", "H"],
  "positions_angstrom": [[-0.158, -0.138, -0.103], [-2.705, -2.543, -3.224], [-1.633, -2.053, -2.490], [-1.627, -2.436, -0.811], [-0.714, -1.448, -3.171], [0.359, -0.975, -2.465], [1.327, -0.548, -3.201], [2.591, -0.116, -2.686], [3.517, 0.492, -3.536], [4.772, 0.866, -3.104], [5.135, 0.595, -1.784], [4.258, -0.005, -0.919], [2.929, -0.353, -1.303], [2.114, -0.845, -0.462], [-3.524, -2.705, -2.655], [-2.878, -1.998, -4.057], [1.216, -0.563, -4.294], [3.212, 0.700, -4.556], [5.462, 1.359, -3.779], [6.126, 0.877, -1.444], [4.541, -0.196, 0.109], [-1.794, 0.379, 1.685], [-1.796, 1.213, 2.643], [-2.266, 0.849, 3.941], [-2.305, 1.736, 4.986], [-1.888, 3.055, 4.822], [-1.460, 3.468, 3.578], [-1.399, 2.594, 2.491], [-1.121, 3.091, 1.178], [-0.970, 2.320, 0.161], [-1.020, 2.926, -1.072], [-1.342, 2.045, -2.002], [-1.596, 0.822, -1.796], [-1.505, 2.598, -3.372], [-1.603, 3.967, -3.597], [-1.828, 4.448, -4.873], [-1.952, 3.567, -5.937], [-1.825, 2.203, -5.723], [-1.607, 1.719, -4.447], [-2.600, -0.173, 4.072], [-2.681, 1.409, 5.950], [-1.924, 3.749, 5.653], [-1.159, 4.503, 3.442], [-1.193, 4.178, 1.019], [-1.503, 4.628, -2.749], [-1.905, 5.514, -5.046], [-2.150, 3.944, -6.934], [-1.893, 1.518, -6.560], [-1.500, 0.663, -4.244], [3.708, 4.517, -1.573], [2.824, 3.590, -0.328], [1.794, 4.696, 0.601], [3.998, 2.824, 0.736], [2.017, 2.628, -1.018], [1.383, 1.901, -1.636], [0.464, -1.117, 1.810], [0.256, -2.467, 2.477], [-1.420, -3.195, 2.803], [-1.583, -4.345, 3.569], [-2.842, -4.878, 3.770], [-3.953, -4.263, 3.213], [-3.798, -3.105, 2.469], [-2.537, -2.568, 2.272], [1.120, -3.946, 1.778], [0.458, -5.049, 1.255], [1.174, -6.126, 0.764], [2.559, -6.100, 0.752], [3.226, -4.972, 1.202], [2.509, -3.902, 1.704], [0.851, -2.501, 4.237], [1.661, -3.446, 4.855], [2.006, -3.314, 6.190], [1.537, -2.241, 6.929], [0.736, -1.286, 6.319], [0.405, -1.415, 4.983], [-0.718, -4.828, 4.006], [-2.963, -5.781, 4.360], [-4.939, -4.691, 3.362], [-4.663, -2.620, 2.035], [-2.399, -1.650, 1.716], [-0.622, -5.063, 1.235], [0.649, -6.995, 0.389], [3.117, -6.949, 0.376], [4.307, -4.931, 1.161], [3.020, -3.011, 2.047], [2.017, -4.298, 4.293], [2.642, -4.057, 6.661], [1.786, -2.155, 7.980], [0.371, -0.439, 6.888], [-0.205, -0.674, 4.481], [2.833, 0.087, 3.005], [1.273, 0.969, 2.623], [1.825, 2.477, 3.603], [1.446, 1.437, 1.228], [3.654, 0.633, 2.558], [2.722, -0.891, 2.556], [2.940, 0.017, 4.081], [1.650, 2.257, 4.652], [1.184, 3.292, 3.288], [2.865, 2.726, 3.430]],
  "lowdin_charge": [1.348, 0.025, -0.920, 0.582, -0.051, -0.082, -0.118, -0.213, -0.085, -0.151, -0.150, -0.073, -0.420, -0.167, 0.047, 0.067, 0.118, 0.100, 0.076, 0.087, 0.092, -0.181, -0.415, -0.043, -0.131, -0.150, -0.101, -0.200, -0.149, -0.057, 0.029, -0.526, -0.146, -0.134, -0.040, -0.113, -0.129, -0.101, -0.019, 0.100, 0.087, 0.074, 0.103, 0.106, 0.097, 0.087, 0.083, 0.091, 0.089, 0.593, -1.533, 0.648, 0.684, -0.355, 0.280, -0.429, 0.743, -0.275, -0.105, -0.108, -0.111, -0.079, -0.132, -0.259, -0.084, -0.093, -0.110, -0.094, -0.093, -0.261, -0.089, -0.106, -0.114, -0.085, -0.093, 0.102, 0.090, 0.089, 0.103, 0.039, 0.096, 0.094, 0.089, 0.095, 0.099, 0.095, 0.092, 0.089, 0.099, 0.077, -0.221, 0.839, -0.232, -0.625, 0.020, 0.008, 0.046, 0.038, 0.007, 0.010],
  "charge": -2,
  "de_lowest_ev": 1.1795,
  "total_energy_ha": -4940.56140,
  "e_homo_ev": -1.75
}

---

[4]
{
  "formula": "C32H37N5PRuS2",
  "method": "ωB97M-V/def2-TZVPD",
  "species": ["Ru", "C", "C", "C", "C", "C", "C", "C", "C", "C", "C", "H", "H", "H", "H", "H", "H", "H", "H", "H", "H", "H", "H", "H", "H", "N", "P", "C", "C", "C", "C", "C", "C", "C", "C", "C", "C", "C", "C", "C", "C", "C", "C", "C", "N", "H", "H", "H", "H", "H", "H", "H", "H", "H", "H", "H", "H", "H", "H", "H", "S", "C", "N", "S", "C", "N", "C", "C", "C", "N", "H", "H", "H", "H", "H", "H", "H", "H"],
  "positions_angstrom": [[0.768, 0.094, 0.173], [-1.211, -2.616, -0.199], [0.138, -3.354, -0.124], [0.261, -4.147, 1.174], [1.261, -2.353, -0.335], [1.473, -1.823, -1.614], [2.529, -0.948, -1.874], [3.413, -0.555, -0.864], [4.600, 0.309, -1.156], [3.181, -1.045, 0.424], [2.122, -1.920, 0.698], [-2.026, -3.277, 0.099], [-1.418, -2.259, -1.210], [-1.201, -1.758, 0.487], [0.189, -4.063, -0.956], [0.198, -3.496, 2.047], [1.202, -4.699, 1.206], [-0.549, -4.874, 1.231], [0.846, -2.154, -2.434], [2.693, -0.601, -2.888], [5.446, -0.329, -1.424], [4.896, 0.893, -0.285], [4.417, 0.977, -1.996], [3.874, -0.791, 1.217], [2.037, -2.338, 1.693], [1.574, 2.791, -1.280], [0.298, 1.712, -1.567], [-1.235, 2.607, -1.199], [-2.346, 1.868, -0.794], [-3.551, 2.506, -0.552], [-3.641, 3.884, -0.687], [-2.530, 4.622, -1.072], [-1.328, 3.988, -1.338], [0.337, 1.602, -3.366], [-0.860, 1.488, -4.073], [-0.833, 1.432, -5.457], [0.380, 1.471, -6.132], [1.574, 1.549, -5.427], [1.559, 1.604, -4.044], [2.234, 2.871, -0.077], [3.064, 3.950, 0.235], [3.698, 3.968, 1.457], [3.499, 2.918, 2.355], [2.674, 1.889, 1.976], [2.069, 1.859, 0.779], [1.715, 3.553, -1.927], [-2.254, 0.795, -0.665], [-4.418, 1.935, -0.249], [-4.577, 4.387, -0.484], [-2.601, 5.698, -1.162], [-0.471, 4.572, -1.654], [-1.804, 1.470, -3.544], [-1.760, 1.364, -6.009], [0.394, 1.441, -7.213], [2.516, 1.567, -5.959], [2.489, 1.670, -3.492], [3.194, 4.755, -0.477], [4.336, 4.800, 1.722], [3.972, 2.911, 3.325], [2.465, 1.056, 2.636], [-1.086, 3.244, 2.524], [-0.774, 1.793, 1.999], [-0.528, 0.686, 1.608], [-0.531, -1.439, 3.693], [-1.916, -2.438, 3.772], [-2.951, -2.213, 2.961], [-4.173, -3.017, 2.955], [-3.848, -4.423, 3.431], [-3.116, -4.350, 4.761], [-1.968, -3.452, 4.630], [-2.892, -1.404, 2.369], [-4.566, -3.037, 1.939], [-4.927, -2.558, 3.600], [-3.215, -4.924, 2.695], [-4.764, -5.000, 3.543], [-2.748, -5.333, 5.051], [-3.784, -3.990, 5.547], [-1.184, -3.574, 5.248]],
  "lowdin_spin": [0.711, -0.003, -0.001, 0.000, 0.001, 0.018, 0.002, 0.016, 0.002, 0.027, 0.008, 0.000, 0.000, -0.001, 0.000, 0.000, 0.000, 0.000, 0.001, 0.000, 0.001, 0.000, 0.000, 0.001, 0.000, -0.003, -0.011, 0.000, -0.002, 0.000, 0.000, 0.001, 0.001, -0.003, -0.002, 0.000, -0.002, 0.000, -0.001, -0.001, -0.001, 0.001, -0.001, -0.002, -0.019, 0.000, -0.001, 0.000, 0.000, 0.000, 0.000, 0.000, 0.000, 0.000, 0.000, 0.000, 0.000, 0.000, 0.000, -0.001, 0.147, 0.032, 0.075, 0.004, 0.001, 0.000, 0.000, 0.000, 0.000, 0.000, 0.000, 0.000, 0.000, 0.000, 0.000, 0.000, 0.000, 0.000],
  "charge": 2,
  "multiplicity": 2,
  "de_lowest_ev": 2.8109,
  "total_energy_ha": -2747.49611,
  "e_homo_ev": [-12.11, -12.08]
}

---

[5]
{
  "formula": "C5H7N",
  "method": "ωB97M-V/def2-TZVPD",
  "species": ["C", "C", "C", "C", "N", "C", "H", "H", "H", "H", "H", "H", "H"],
  "positions_angstrom": [[0.540, 0.959, -0.605], [-0.652, 0.198, -1.155], [-1.026, -0.792, -0.302], [-0.794, -0.197, 0.981], [0.794, -1.171, 0.696], [0.599, 0.265, 0.764], [0.420, 2.045, -0.523], [1.437, 0.761, -1.216], [-1.038, 0.302, -2.157], [-1.628, -1.676, -0.484], [-1.543, -0.043, 1.764], [1.780, -1.462, 0.665], [1.110, 0.810, 1.571]],
  "nbo_charge": [-0.462, -0.169, -0.153, 0.071, -0.820, -0.122, 0.208, 0.214, 0.211, 0.234, 0.234, 0.360, 0.193],
  "de_lowest_ev": 5.6115,
  "total_energy_ha": -249.26702,
  "e_homo_ev": [-7.50, -7.50]
}

---

[6]
{
  "formula": "C31H40N6OPSn",
  "method": "ωB97M-V/def2-TZVPD",
  "species": ["Sn", "C", "C", "N", "C", "C", "C", "C", "C", "C", "C", "C", "C", "N", "C", "H", "H", "H", "H", "H", "H", "H", "H", "N", "C", "C", "C", "N", "C", "C", "N", "C", "H", "H", "H", "H", "H", "H", "H", "H", "H", "H", "H", "H", "H", "H", "H", "H", "C", "P", "C", "C", "C", "C", "C", "C", "C", "H", "H", "H", "H", "H", "H", "H", "H", "H", "H", "H", "O", "N", "C", "C", "C", "C", "C", "H", "H", "H", "H", "H"],
  "positions_angstrom": [[-0.091, -0.607, -0.264], [3.506, -0.998, 2.586], [2.562, -1.195, 1.598], [1.476, -0.435, 1.454], [1.290, 0.605, 2.325], [2.202, 0.858, 3.381], [3.322, 0.045, 3.493], [1.921, 1.938, 4.279], [0.807, 2.689, 4.135], [-0.125, 2.451, 3.067], [-1.282, 3.206, 2.893], [-2.139, 2.908, 1.814], [-1.808, 1.889, 0.964], [-0.698, 1.123, 1.098], [0.151, 1.402, 2.156], [4.369, -1.644, 2.652], [2.673, -2.005, 0.883], [4.056, 0.230, 4.268], [2.625, 2.137, 5.077], [0.599, 3.501, 4.820], [-1.513, 4.018, 3.569], [-3.038, 3.486, 1.655], [-2.442, 1.643, 0.113], [-5.002, -0.554, -0.971], [-3.773, -0.582, -1.847], [-3.694, 0.668, -2.710], [-2.327, 0.680, -3.414], [-1.260, 0.898, -2.419], [-2.129, -0.625, -4.199], [-2.411, -1.919, -3.421], [-1.372, -2.183, -2.418], [-3.774, -1.823, -2.723], [-5.000, 0.269, -0.366], [-5.037, -1.390, -0.383], [-5.854, -0.528, -1.535], [-2.905, -0.621, -1.190], [-3.810, 1.581, -2.116], [-4.479, 0.654, -3.471], [-2.334, 1.500, -4.139], [-1.342, 1.844, -2.052], [-0.363, 0.862, -2.902], [-1.110, -0.656, -4.594], [-2.807, -0.602, -5.054], [-2.467, -2.735, -4.149], [-0.481, -2.304, -2.894], [-1.569, -3.072, -1.964], [-3.944, -2.727, -2.131], [-4.556, -1.756, -3.484], [3.231, -0.386, -4.283], [2.234, -0.673, -2.759], [2.721, -2.421, -2.427], [3.247, 0.281, -1.561], [4.542, -0.056, -1.178], [5.227, 0.732, -0.265], [4.634, 1.869, 0.268], [3.363, 2.241, -0.142], [2.676, 1.446, -1.048], [4.259, -0.712, -4.125], [3.227, 0.676, -4.527], [2.804, -0.937, -5.121], [3.786, -2.509, -2.226], [2.486, -3.015, -3.311], [2.159, -2.819, -1.579], [5.037, -0.926, -1.590], [6.232, 0.459, 0.027], [5.166, 2.468, 0.995], [2.910, 3.150, 0.233], [1.683, 1.740, -1.381], [-1.512, -1.855, 1.182], [-1.474, -1.513, 2.469], [-0.493, -1.987, 3.260], [-0.344, -1.522, 4.546], [-1.214, -0.563, 5.042], [-2.259, -0.137, 4.232], [-2.363, -0.624, 2.952], [0.148, -2.732, 2.814], [0.470, -1.894, 5.152], [-1.100, -0.171, 6.043], [-2.984, 0.583, 4.583], [-3.127, -0.319, 2.256]],
  "lowdin_spin": [0.028, 0.060, 0.015, 0.077, 0.062, 0.040, 0.021, -0.020, 0.020, 0.011, 0.187, 0.054, 0.108, 0.167, 0.106, 0.003, -0.001, 0.000, -0.001, 0.001, 0.010, 0.000, 0.006, 0.000, 0.000, 0.000, 0.000, 0.001, 0.000, 0.000, 0.001, 0.000, 0.001, 0.000, 0.000, 0.000, 0.000, 0.000, 0.000, 0.000, 0.000, 0.000, 0.000, 0.000, 0.000, 0.000, 0.000, 0.000, 0.000, 0.000, 0.000, 0.001, 0.000, 0.002, 0.001, 0.002, 0.003, 0.000, 0.000, 0.000, 0.000, 0.000, 0.000, 0.000, 0.000, 0.000, 0.000, 0.001, 0.013, 0.003, 0.005, 0.000, 0.001, 0.001, 0.004, 0.001, 0.000, 0.000, 0.000, 0.002],
  "charge": 2,
  "multiplicity": 2,
  "total_energy_ha": -2164.22157,
  "e_homo_ev": [-10.06, -12.83]
}